1.
{
  "formula": "C5H9IN",
  "method": "ωB97M-V/def2-TZVPD",
  "elements": ["H", "H", "C", "I", "H", "C", "C", "H", "H", "H", "C", "C", "H", "N", "H", "H"],
  "coordinates": [[1.927, -1.327, 0.587], [0.651, -2.459, -1.248], [-0.789, -1.274, -0.330], [-1.093, -1.493, 1.685], [-2.527, 2.283, -0.356], [-1.683, 2.572, 0.257], [0.500, -1.327, -1.033], [0.446, -0.648, -2.013], [1.661, 0.198, -0.012], [-1.710, -1.054, -0.908], [1.726, -0.855, -0.318], [-1.688, 1.333, 2.384], [2.751, -0.838, -0.904], [-1.767, 2.096, 1.442], [-1.866, 1.459, 3.385], [-0.643, 3.054, 0.015]],
  "atomic_forces_ev_per_a": [[0.274, -1.355, 1.526], [-0.318, 1.654, -0.359], [-1.015, 0.561, 0.652], [0.215, 0.565, -1.510], [0.181, 0.794, -0.574], [2.035, 0.202, 0.122], [0.585, -0.068, -2.154], [-0.308, -2.005, 1.731], [-0.415, -0.007, -0.250], [0.622, -0.459, 0.579], [2.608, 2.105, -0.986], [0.567, 0.296, -2.690], [-2.362, -0.549, 0.685], [0.568, -1.488, 0.922], [-0.720, 0.524, 2.304], [-2.519, -0.770, 0.004]],
  "e_above_lowest_kcal_mol": 118.48,
  "orbital_gap_ev": [7.74, 5.62],
  "fmax_ha_per_bohr": 0.068,
  "total_charge": 1,
  "energy_ha": -547.90054
}


2.
{
  "formula": "C37H32Br2NOP2W",
  "method": "ωB97M-V/def2-TZVPD",
  "elements": ["H", "H", "C", "C", "C", "C", "C", "C", "H", "H", "H", "C", "C", "H", "H", "C", "H", "C", "P", "H", "H", "H", "H", "H", "C", "C", "C", "C", "H", "C", "C", "H", "H", "O", "C", "H", "C", "C", "C", "H", "W", "H", "N", "Br", "C", "C", "C", "C", "H", "C", "P", "H", "H", "Br", "H", "H", "H", "C", "H", "C", "C", "C", "C", "H", "C", "C", "H", "C", "C", "H", "H", "C", "C", "H", "C", "H"],
  "coordinates": [[-2.832, 2.006, 0.473], [3.264, 0.785, -2.310], [-4.089, 2.302, -1.229], [0.413, -2.595, 0.423], [0.089, -2.028, -3.391], [5.679, -2.570, 2.012], [4.994, -1.468, -0.009], [5.973, -2.102, 0.736], [0.342, 4.174, 4.449], [1.144, 2.038, -2.639], [3.265, -3.150, -1.480], [1.766, -3.684, -2.910], [1.875, -1.539, -1.824], [0.722, -3.281, -0.361], [2.533, 2.622, 0.043], [-3.897, -1.081, 3.756], [-0.777, -1.702, -3.954], [-3.015, 2.246, -3.383], [-0.123, 1.619, -0.596], [0.137, -3.084, 1.364], [0.807, 3.464, -1.678], [0.126, -3.979, -4.270], [2.438, -1.652, 2.248], [-4.578, -1.418, -2.021], [-4.672, -1.236, 2.639], [-4.770, -1.354, 0.116], [-0.626, 4.200, 2.536], [0.717, -1.138, -2.511], [1.666, 2.139, 3.952], [0.978, 2.537, 3.219], [-0.772, 3.578, 1.308], [1.484, 1.057, 1.787], [-0.906, 1.961, -3.389], [-0.575, -0.679, 2.186], [3.420, -1.783, 1.801], [-5.839, -1.524, 0.124], [-2.698, -0.990, 1.261], [-1.710, 1.949, -1.375], [-2.497, -0.882, 3.670], [6.448, -3.060, 2.594], [0.093, -0.727, 0.485], [-3.069, 2.326, -4.460], [-2.015, -0.925, 0.068], [-1.477, -0.678, 5.210], [-4.076, -1.296, -1.072], [-1.932, -0.844, 2.427], [0.238, 3.679, 3.492], [-0.041, 2.419, 1.021], [-4.981, 2.429, -0.630], [0.603, -3.294, -3.583], [2.465, -0.493, -0.469], [3.171, 3.107, -1.501], [-2.141, -1.018, -1.985], [-6.515, -1.500, 2.824], [-5.113, 2.576, -3.095], [4.190, -2.755, 3.547], [5.240, -1.102, -1.000], [-4.087, -1.196, 1.333], [-1.186, 5.101, 2.748], [2.551, 2.354, -1.014], [3.706, -1.314, 0.519], [0.844, 1.923, 1.985], [1.153, 2.427, -1.619], [2.183, -4.666, -3.089], [-1.790, 2.032, -2.768], [4.408, -2.405, 2.547], [6.966, -2.227, 0.326], [-2.873, 2.071, -0.608], [3.216, 1.000, -1.239], [0.382, -0.109, -2.497], [-1.442, 4.005, 0.573], [-4.162, 2.388, -2.615], [-2.702, -1.075, -1.063], [-4.349, -1.112, 4.738], [2.386, -2.825, -2.022], [4.247, 1.024, -0.880]],
  "atomic_forces_ev_per_a": [[0.013, 0.010, 0.000], [-0.007, -0.012, 0.000], [0.002, 0.006, 0.002], [0.061, -0.027, -0.314], [-0.078, 0.027, -0.004], [-0.023, -0.004, 0.005], [0.001, 0.034, -0.018], [-0.020, -0.001, 0.024], [0.005, -0.005, 0.006], [0.003, -0.049, 0.014], [0.007, 0.006, 0.000], [-0.048, -0.003, -0.043], [0.031, -0.064, 0.150], [-0.018, -0.048, 0.107], [0.014, -0.016, 0.004], [-0.020, 0.006, 0.066], [0.006, -0.016, -0.009], [-0.036, 0.000, -0.009], [-0.046, 0.022, -0.048], [-0.004, -0.050, -0.010], [0.019, -0.015, 0.010], [-0.001, 0.013, -0.018], [-0.014, -0.004, -0.042], [-0.013, -0.002, 0.002], [0.012, 0.008, -0.021], [0.001, -0.016, -0.031], [-0.003, 0.021, 0.017], [0.036, -0.021, -0.003], [0.005, 0.005, 0.008], [-0.005, -0.020, -0.050], [-0.014, -0.025, -0.051], [0.019, 0.080, -0.021], [0.009, -0.006, 0.009], [0.182, 0.163, -0.194], [-0.026, 0.021, 0.082], [-0.001, 0.000, -0.016], [-0.106, 0.002, 0.167], [0.017, -0.013, 0.002], [-0.096, 0.013, -0.179], [0.002, 0.005, 0.007], [-0.175, -0.239, 0.455], [0.006, 0.003, -0.002], [-0.013, -0.015, -0.143], [0.038, -0.003, -0.010], [0.042, 0.016, 0.000], [-0.026, -0.018, 0.020], [-0.009, 0.012, 0.011], [-0.005, 0.068, -0.002], [-0.007, -0.005, 0.001], [0.004, -0.018, 0.024], [-0.082, 0.076, -0.054], [-0.004, -0.011, -0.014], [-0.003, 0.002, 0.006], [0.065, 0.008, 0.000], [-0.002, 0.010, -0.002], [0.005, -0.009, 0.002], [-0.013, -0.010, -0.005], [0.085, 0.034, 0.022], [0.000, 0.004, -0.003], [-0.017, -0.035, -0.030], [0.093, -0.016, -0.148], [0.068, -0.030, 0.047], [-0.076, 0.106, 0.049], [0.009, -0.004, 0.011], [0.053, 0.019, -0.009], [0.023, -0.003, 0.001], [-0.002, -0.006, -0.010], [-0.003, -0.015, 0.037], [0.072, -0.047, 0.030], [-0.007, 0.023, -0.007], [0.003, -0.016, -0.018], [-0.002, -0.014, 0.008], [-0.009, -0.011, 0.039], [-0.015, -0.006, -0.008], [0.078, 0.129, 0.028], [-0.039, -0.004, 0.069]],
  "e_above_lowest_kcal_mol": 25.64,
  "orbital_gap_ev": 5.86,
  "fmax_ha_per_bohr": 0.011,
  "total_charge": 3,
  "energy_ha": -7456.00357
}


3.
{
  "formula": "H20O10",
  "method": "ωB97M-V/def2-TZVPD",
  "elements": ["O", "H", "O", "O", "H", "H", "H", "H", "H", "O", "H", "O", "H", "H", "H", "O", "O", "O", "H", "H", "H", "H", "O", "H", "O", "H", "H", "H", "H", "H"],
  "coordinates": [[-0.443, -2.293, 1.590], [1.295, -1.322, 1.905], [1.658, 1.085, -1.823], [0.561, 2.605, -0.120], [-0.177, -3.217, 1.365], [1.173, 0.799, 2.175], [-2.791, 0.514, 1.803], [2.021, -0.778, -2.567], [-1.452, 1.148, 2.082], [-2.342, 1.069, 2.388], [-3.811, -0.726, -0.176], [0.767, 1.610, 2.377], [1.159, 1.183, -2.716], [0.254, 0.503, -0.209], [-0.621, -2.412, 2.530], [1.582, -1.480, -3.134], [-0.507, -0.208, -0.459], [-1.322, -0.444, -3.184], [-1.461, 0.386, -3.600], [0.642, 2.108, 0.583], [1.014, -1.752, -2.461], [2.689, -0.785, 1.878], [-3.148, -0.593, 0.497], [-0.469, -0.947, 0.077], [1.757, -0.764, 1.443], [-0.989, -0.281, -2.297], [-2.411, -0.318, 0.075], [2.634, 1.168, -1.962], [1.202, 2.016, -0.603], [1.537, 2.125, 2.542]],
  "atomic_forces_ev_per_a": [[0.574, -1.708, 0.207], [-4.551, -5.262, 3.908], [0.668, -0.288, -2.531], [0.733, 2.392, -6.059], [-0.287, 1.010, -0.238], [0.490, -2.428, -0.556], [-1.207, -1.397, -1.510], [-0.375, -1.019, -1.399], [0.880, 0.216, -0.294], [0.428, 1.561, 2.329], [-0.286, -0.017, -0.202], [-1.185, 1.066, 0.533], [1.511, -0.224, 2.143], [-2.967, -2.931, -0.785], [-0.486, 0.477, 0.156], [2.610, 2.069, -0.045], [1.954, 4.878, -1.437], [-0.005, -1.179, 0.061], [-0.228, 1.065, -0.401], [-0.457, -2.891, 7.359], [-2.199, -1.321, 1.377], [-2.345, 0.048, -1.287], [-3.969, -1.799, 2.139], [0.609, -2.343, 2.147], [7.358, 5.115, -2.768], [0.027, 0.194, 0.414], [4.061, 1.542, -2.437], [-1.306, 0.104, -0.321], [-0.707, 1.734, -0.928], [0.656, 1.339, 0.427]],
  "smiles": "O.O.O.O.O.O.O.O.O.O",
  "e_above_lowest_kcal_mol": 111.35,
  "orbital_gap_ev": 9.72,
  "fmax_ha_per_bohr": 0.182,
  "energy_ha": -764.30448
}


4.
{
  "formula": "C4H12S",
  "method": "ωB97M-V/def2-TZVPD",
  "elements": ["H", "H", "H", "C", "H", "C", "H", "C", "H", "H", "H", "H", "H", "H", "S", "C", "H"],
  "coordinates": [[0.716, -0.423, -2.107], [2.130, 1.231, 0.928], [-1.105, 2.027, -0.986], [1.563, 0.710, 1.706], [1.204, 1.520, 2.335], [-1.663, 1.176, -1.356], [1.614, -0.724, 3.290], [0.281, -0.833, -1.188], [3.167, -0.027, 2.909], [0.467, -1.897, -1.058], [-1.731, 1.194, -2.455], [0.601, 0.449, 1.267], [2.468, -1.283, 1.858], [-2.732, 1.313, -1.161], [-1.381, -0.460, -0.839], [2.250, -0.404, 2.463], [0.855, -0.284, -0.441]],
  "atomic_forces_ev_per_a": [[-0.631, -0.226, -0.253], [0.300, -0.398, 0.032], [0.527, -0.263, 0.272], [-0.729, 0.990, -0.317], [0.438, 0.123, 0.593], [-1.758, 0.369, -1.085], [0.022, -0.073, -0.034], [0.913, 0.239, -0.125], [0.154, -0.131, -0.073], [-0.149, 0.021, -0.101], [0.760, -0.107, -0.037], [-0.120, -0.606, -0.161], [0.109, 0.075, -0.086], [0.095, 0.207, 0.613], [0.110, -0.333, 0.028], [-0.197, 0.148, 0.256], [0.157, -0.033, 0.478]],
  "multiplicity": 2,
  "e_above_lowest_kcal_mol": 8.92,
  "orbital_gap_ev": [11.94, 6.70],
  "s2": 0.753,
  "fmax_ha_per_bohr": 0.041,
  "total_charge": 1,
  "energy_ha": -557.43973
}


5.
{
  "formula": "CCl4OS",
  "method": "ωB97M-V/def2-TZVPD",
  "elements": ["S", "Cl", "C", "Cl", "Cl", "Cl", "O"],
  "coordinates": [[-0.660, 0.412, -1.025], [0.654, 1.946, -1.368], [-0.035, -0.353, 0.803], [0.970, -1.665, 0.229], [-1.418, -0.831, 1.750], [0.815, 1.064, 1.625], [-0.325, -0.573, -2.013]],
  "atomic_forces_ev_per_a": [[-0.918, 0.456, 0.880], [0.184, 0.097, 0.179], [0.916, 1.564, -1.142], [0.013, 0.312, 1.003], [0.238, 0.003, -0.433], [-0.464, -1.640, -0.257], [0.029, -0.792, -0.229]],
  "e_above_lowest_kcal_mol": 24.69,
  "orbital_gap_ev": 9.77,
  "fmax_ha_per_bohr": 0.042,
  "energy_ha": -2352.24806
}